1.
{
  "formula": "C6H8IN2",
  "method": "wB97M-V/def2-TZVPD",
  "total_charge": 1,
  "e_above_lowest_kcal_mol": 4.0,
  "gap_ev": 8.20,
  "smiles": "Cn1cccc/c1=[NH+]\\I",
  "e_tot_ev": -17423.97153,
  "symbols": ["C", "C", "C", "C", "C", "C", "N", "N", "I", "H", "H", "H", "H", "H", "H", "H", "H"],
  "xyz": [[-1.178, -1.864, 0.554], [0.016, -1.687, -0.201], [-1.809, -0.669, 0.931], [-1.349, 0.552, 0.574], [0.519, -0.393, -0.439], [0.313, 2.000, -0.365], [-0.227, 0.701, -0.143], [1.949, -0.109, -1.148], [3.622, 0.080, 0.044], [-1.542, -2.826, 0.815], [0.620, -2.592, -0.379], [-2.664, -0.884, 1.638], [-1.603, 1.609, 0.912], [-0.544, 2.755, -0.122], [1.196, 2.180, 0.379], [0.650, 2.209, -1.370], [2.031, -1.063, -1.679]]
}

---

2.
{
  "formula": "C46H43FI2N5O3P2S2W",
  "method": "wB97M-V/def2-TZVPD",
  "total_charge": 1,
  "spin_multiplicity": 3,
  "e_above_lowest_kcal_mol": 0.0,
  "gap_ev": [4.89, 5.31],
  "s_squared": 2.018,
  "e_tot_ev": -122981.32195,
  "symbols": ["W", "S", "P", "C", "P", "S", "C", "C", "C", "C", "C", "C", "C", "C", "C", "C", "C", "C", "C", "C", "C", "C", "C", "C", "C", "C", "C", "C", "C", "C", "H", "H", "H", "H", "H", "H", "H", "H", "H", "H", "H", "H", "H", "H", "H", "H", "H", "H", "H", "H", "F", "C", "C", "C", "C", "O", "C", "C", "N", "C", "C", "C", "C", "C", "C", "N", "C", "C", "N", "C", "C", "C", "O", "O", "H", "H", "H", "H", "H", "H", "H", "H", "H", "H", "H", "H", "H", "H", "H", "H", "H", "H", "I", "C", "C", "N", "N", "C", "H", "H", "H", "I", "C", "H", "H"],
  "xyz": [[0.980, -0.619, 0.607], [-0.134, -0.879, -1.736], [0.704, -2.706, -1.525], [1.838, -2.538, -0.278], [3.368, -1.849, -0.575], [3.093, 0.150, -0.739], [4.438, -2.181, 0.859], [4.332, -3.399, 1.525], [5.158, -3.682, 2.603], [6.095, -2.746, 3.020], [6.202, -1.529, 2.361], [5.376, -1.245, 1.283], [4.332, -2.481, -1.978], [4.210, -1.862, -3.219], [4.899, -2.357, -4.315], [5.718, -3.469, -4.177], [5.848, -4.087, -2.942], [5.157, -3.595, -1.844], [-0.579, -3.886, -1.008], [-1.887, -3.778, -1.466], [-2.840, -4.705, -1.070], [-2.491, -5.742, -0.215], [-1.184, -5.857, 0.239], [-0.230, -4.932, -0.159], [1.280, -3.388, -3.098], [0.997, -2.748, -4.297], [1.423, -3.302, -5.497], [2.140, -4.489, -5.495], [2.428, -5.128, -4.295], [1.993, -4.585, -3.098], [3.580, -4.111, 1.205], [5.062, -4.627, 3.122], [6.738, -2.964, 3.863], [6.927, -0.796, 2.689], [5.441, -0.289, 0.778], [3.576, -0.989, -3.318], [4.797, -1.872, -5.277], [6.260, -3.851, -5.033], [6.493, -4.948, -2.829], [5.275, -4.076, -0.881], [-2.162, -2.955, -2.114], [-3.859, -4.614, -1.424], [-3.239, -6.459, 0.098], [-0.909, -6.664, 0.905], [0.794, -5.002, 0.192], [0.456, -1.809, -4.290], [1.200, -2.802, -6.431], [2.480, -4.918, -6.429], [2.996, -6.049, -4.293], [2.218, -5.083, -2.163], [-4.041, 3.129, -2.167], [-3.400, 3.388, -1.006], [-2.343, 2.616, -0.628], [-1.656, 2.934, 0.548], [-0.526, 2.101, 0.953], [-0.259, 1.098, 0.257], [0.166, 2.509, 2.121], [-0.292, 3.578, 2.829], [-1.375, 4.308, 2.500], [-1.782, 5.416, 3.337], [-3.066, 5.302, 4.107], [-1.749, 5.241, 4.822], [-2.062, 4.020, 1.329], [-3.169, 4.782, 0.926], [-3.844, 4.471, -0.234], [-4.963, 5.269, -0.618], [-6.140, 4.594, -1.131], [-7.340, 5.504, -0.964], [-7.070, 6.783, -1.719], [-5.800, 7.452, -1.260], [-4.654, 6.465, -1.379], [1.358, 1.777, 2.655], [1.880, 2.142, 3.694], [1.802, 0.806, 1.930], [-2.015, 1.773, -1.224], [0.232, 3.861, 3.732], [-1.508, 6.384, 2.934], [-3.607, 4.371, 4.009], [-3.675, 6.190, 4.209], [-1.448, 4.279, 5.210], [-1.433, 6.091, 5.409], [-3.525, 5.601, 1.534], [-6.315, 3.678, -0.569], [-6.046, 4.310, -2.190], [-7.493, 5.783, 0.077], [-8.249, 5.067, -1.373], [-7.859, 7.423, -1.625], [-6.987, 6.562, -2.715], [-5.963, 7.741, -0.223], [-5.651, 8.337, -1.875], [-3.753, 6.931, -0.986], [-4.468, 6.243, -2.444], [1.975, -5.062, 5.013], [1.970, -3.266, 4.016], [2.541, -2.080, 4.426], [2.340, -1.196, 3.447], [1.677, -1.742, 2.418], [1.444, -3.006, 2.752], [3.069, -1.817, 5.326], [2.589, -0.214, 3.374], [0.948, -3.661, 2.058], [-1.618, -0.557, 3.152], [-0.929, -1.458, 1.268], [-1.762, -1.241, 0.603], [-0.944, -2.519, 1.509]]
}

---

3.
{
  "formula": "C6H13NS",
  "method": "wB97M-V/def2-TZVPD",
  "e_above_lowest_kcal_mol": 35.6,
  "gap_ev": 9.38,
  "smiles": "CCN1CC(SC)C1",
  "e_tot_ev": -18756.73222,
  "symbols": ["C", "C", "C", "C", "C", "C", "H", "H", "H", "H", "H", "H", "H", "H", "H", "H", "H", "H", "H", "N", "S"],
  "xyz": [[-2.089, -0.727, 0.134], [-1.701, -0.229, -1.259], [0.205, 1.258, -0.580], [1.571, 0.531, -0.549], [0.779, -0.698, -0.968], [1.574, 0.061, 2.202], [-1.872, 0.082, 0.854], [-1.435, -1.569, 0.506], [-3.111, -1.039, 0.207], [-1.839, -0.989, -2.017], [-2.347, 0.640, -1.562], [0.170, 2.267, -1.093], [-0.218, 1.296, 0.438], [2.207, 0.925, -1.351], [0.573, -1.359, -0.139], [1.221, -1.280, -1.790], [2.084, 0.002, 3.172], [1.062, -0.805, 2.035], [0.817, 0.903, 2.242], [-0.324, 0.166, -1.358], [2.673, 0.567, 0.875]]
}

---

4.
{
  "formula": "C15H20N2O4",
  "method": "wB97M-V/def2-TZVPD",
  "e_above_lowest_kcal_mol": 10.8,
  "gap_ev": 9.47,
  "smiles": "CCCOc1ccc(C(C)=O)cc1CC(C(N)=O)C(N)=O",
  "e_tot_ev": -27051.25157,
  "symbols": ["C", "H", "H", "C", "C", "H", "H", "O", "C", "C", "C", "C", "C", "C", "C", "H", "H", "C", "C", "O", "N", "H", "H", "H", "C", "O", "N", "H", "H", "H", "C", "O", "C", "H", "H", "H", "H", "H", "H", "H", "H"],
  "xyz": [[-3.347, -2.496, 3.956], [-4.062, -2.060, 4.647], [-3.843, -3.288, 3.401], [-2.815, -1.429, 3.008], [-1.803, -2.015, 2.029], [-2.267, -2.819, 1.444], [-0.943, -2.426, 2.575], [-1.382, -0.971, 1.169], [-0.517, -1.252, 0.146], [0.075, -2.494, -0.052], [0.955, -2.681, -1.098], [1.266, -1.642, -1.972], [0.657, -0.405, -1.772], [-0.228, -0.194, -0.731], [-0.867, 1.158, -0.552], [-1.694, 1.093, 0.156], [-1.276, 1.492, -1.509], [0.153, 2.219, -0.098], [0.940, 1.878, 1.156], [2.093, 2.215, 1.300], [0.235, 1.272, 2.156], [0.787, 0.967, 2.945], [-0.565, 0.698, 1.928], [0.886, 2.378, -0.894], [-0.606, 3.547, 0.059], [-0.753, 4.311, -0.863], [-1.163, 3.739, 1.274], [-1.630, 4.615, 1.445], [-0.917, 3.158, 2.058], [0.857, 0.417, -2.441], [2.228, -1.918, -3.068], [2.647, -3.037, -3.269], [2.661, -0.745, -3.911], [3.407, -1.076, -4.628], [3.083, 0.035, -3.282], [1.807, -0.337, -4.449], [1.421, -3.642, -1.255], [-0.141, -3.320, 0.608], [-2.337, -0.630, 3.578], [-3.637, -0.991, 2.440], [-2.536, -2.936, 4.532]]
}

---

5.
{
  "formula": "C5H4FNS",
  "method": "wB97M-V/def2-TZVPD",
  "e_above_lowest_kcal_mol": 82.1,
  "gap_ev": 8.09,
  "smiles": "C/C(F)=C(\\C#N)C=S",
  "e_tot_ev": -20288.94973,
  "symbols": ["C", "C", "C", "C", "C", "H", "H", "H", "H", "N", "F", "S"],
  "xyz": [[0.284, -1.747, -0.656], [-0.533, -0.613, -0.059], [-0.051, 0.707, 0.143], [-0.793, 1.815, 0.876], [1.243, 1.167, -0.311], [-0.442, -2.522, -1.285], [0.871, -2.356, 0.199], [1.099, -1.293, -1.116], [0.074, 2.571, 1.452], [2.270, 1.506, -0.498], [-1.700, -0.872, 0.295], [-2.322, 1.637, 0.960]]
}

---

6.
{
  "formula": "C24H15CrNO6",
  "method": "wB97M-V/def2-TZVPD",
  "total_charge": -1,
  "spin_multiplicity": 4,
  "e_above_lowest_kcal_mol": 31.5,
  "gap_ev": [3.75, 5.55],
  "s_squared": 3.845,
  "e_tot_ev": -67320.99776,
  "symbols": ["O", "C", "C", "C", "C", "N", "O", "O", "C", "C", "H", "H", "H", "H", "O", "C", "Cr", "C", "O", "C", "O", "C", "C", "C", "C", "C", "C", "C", "C", "C", "C", "C", "C", "C", "C", "C", "H", "H", "H", "H", "H", "H", "H", "H", "H", "H", "H"],
  "xyz": [[1.638, -0.599, -1.635], [2.929, -0.617, -1.862], [3.621, -1.874, -2.032], [4.965, -1.901, -2.358], [5.698, -0.699, -2.456], [7.125, -0.736, -2.489], [7.758, 0.345, -2.493], [7.708, -1.845, -2.490], [5.032, 0.543, -2.372], [3.684, 0.592, -2.054], [3.072, -2.806, -1.913], [5.501, -2.825, -2.552], [5.607, 1.449, -2.562], [3.163, 1.545, -1.931], [-5.882, 0.790, 3.598], [-5.461, 1.046, 2.543], [-4.567, 1.686, 0.980], [-3.053, 1.702, 2.088], [-2.236, 1.760, 2.922], [-4.966, 3.381, 1.795], [-5.147, 4.312, 2.474], [-5.979, 1.460, -0.632], [-5.529, 0.195, -0.228], [-4.151, -0.075, -0.170], [-3.195, 0.825, -0.710], [-1.774, 0.490, -0.751], [-0.571, 0.276, -0.574], [0.808, 0.172, -0.166], [1.148, -0.797, 0.907], [2.468, -0.906, 1.375], [2.801, -1.860, 2.336], [1.808, -2.666, 2.908], [0.487, -2.550, 2.455], [0.170, -1.634, 1.440], [-3.660, 2.154, -0.893], [-5.037, 2.446, -0.958], [-7.041, 1.687, -0.652], [-6.238, -0.576, 0.079], [-3.799, -1.035, 0.230], [1.398, 1.092, -0.152], [3.232, -0.243, 0.986], [3.841, -1.965, 2.665], [2.073, -3.434, 3.648], [-0.307, -3.159, 2.899], [-0.853, -1.548, 1.066], [-2.927, 2.951, -1.070], [-5.360, 3.451, -1.237]]
}

---

7.
{
  "formula": "C3H4O3S",
  "method": "wB97M-V/def2-TZVPD",
  "e_above_lowest_kcal_mol": 136.8,
  "gap_ev": 7.83,
  "e_tot_ev": -20148.44019,
  "symbols": ["C", "C", "C", "O", "O", "O", "S", "H", "H", "H", "H"],
  "xyz": [[1.020, 1.050, -1.111], [0.160, 0.524, 0.717], [0.193, -0.869, 0.640], [-0.330, 1.413, 1.323], [0.371, 2.380, -3.123], [-1.408, 1.628, -1.615], [-0.078, 2.035, -1.807], [2.012, 1.409, -1.081], [-0.205, -1.549, 1.484], [1.266, -1.094, 0.466], [-0.344, -1.103, -0.292]]
}